C2H5Br3NO as an isolated structure at a distorted geometry, computed with ωB97M-V/def2-TZVPD.

```
12
Properties=species:S:1:pos:R:3:forces:R:3
H -1.261144 -0.313511 0.258480 1.0 -1.2 -0.8
O 2.265670 -0.774302 -0.964459 -2.0 3.2 1.8
Br 3.703644 -1.682797 -0.582778 1.5 -1.0 0.2
Br 2.501056 0.200674 1.810244 0.0 -0.1 0.6
H 0.105256 -1.199227 -0.608035 -0.9 0.3 0.3
H 0.100136 -0.963671 1.062661 -0.4 1.2 -1.8
N -0.238215 -0.530897 0.119355 -0.1 0.3 1.9
C 2.050284 0.604175 0.064850 -3.0 -2.1 -3.4
H 0.184661 1.119108 -1.125990 -0.4 0.3 -3.5
Br 2.926571 1.992894 -0.781617 0.5 0.5 -0.1
C 0.392751 0.790474 -0.196737 3.8 0.2 5.1
H 0.086584 1.677978 0.455989 0.1 -1.7 -0.3
```
Forces are in eV/Å.

The charge is +1. The value obtained for the energy relative to the best compared isomer or geometry (same formula, charge and spin) is 71.2 kcal/mol. The total energy is -7930.868298 hartree. For the frontier orbital gap, the calculation gives 0.3451 Ha. Its HOMO energy is -13.41 eV. Its LUMO energy is -0.14785 hartree.